Entry 1:
C31H38N5NiO3P2 | the ωB97M-V functional and the def2-TZVPD basis

Each line ends with the Mulliken charge.
Atoms and positions in Å:
H -1.99167 -6.58049 -1.62869  0.403
C -1.63220 -3.22841 -1.93045  -0.308
N 1.20898 -0.94144 3.19058  -0.403
H -1.76311 2.18617 2.85308  0.193
H 0.76995 -0.23662 5.11762  0.435
H -2.74372 0.16385 0.18511  0.376
H -2.76175 -1.42541 -0.61096  0.577
N 0.23956 1.66968 2.97981  0.004
H -1.79201 -2.43637 3.53372  0.572
C -1.64575 -5.57822 -1.41447  -0.651
C 1.36621 1.44631 3.90982  -0.961
N -1.36627 -0.59242 2.54661  -0.130
C -2.98894 4.43001 0.10955  -0.790
C -0.76871 -5.35708 -0.36403  -0.766
H 2.82486 -1.28013 -0.12468  0.339
H -1.05622 -2.54351 1.93899  0.028
C -0.33310 -4.06888 -0.08777  -0.663
H -1.96032 -2.40593 -2.55415  0.372
H 2.26268 1.74612 3.37197  0.320
H 2.47217 -0.19326 4.72954  0.482
H -1.15576 2.19084 4.50805  0.363
O 4.29141 1.31928 0.87319  -0.727
H 3.02299 3.25372 -4.63174  0.413
C -3.56097 3.58826 -2.06765  -0.846
C -1.64277 0.24035 3.73526  -0.729
H -2.42153 1.92392 -2.77327  0.309
N 3.39311 0.60869 1.25854  1.107
P -0.46065 1.31938 -0.60456  0.180
C 1.22406 2.15607 -4.22741  -0.935
C 0.38610 1.65006 -3.25101  -0.405
H -1.18373 -0.23315 4.60024  0.329
C 1.36889 -1.39345 -1.69986  0.475
C 1.83104 2.54932 -1.54315  -0.463
C -3.76397 4.49871 -1.03595  -0.594
H 2.09005 -1.65592 -4.99571  0.454
C -2.58640 2.61286 -1.95403  -0.367
H -2.75316 -4.68705 -3.02238  0.440
H -4.15804 3.64918 -2.96786  0.443
O 2.17514 1.00669 1.06008  -0.374
H -3.20351 0.03442 -1.49521  0.329
C -1.11499 1.65781 3.55275  -0.706
C 0.68382 1.85005 -1.90303  1.186
Ni 0.42209 0.14219 1.56236  1.803
H 4.38703 -1.54819 -4.09379  0.421
C 3.54183 -1.51070 -3.41908  -0.637
H 0.99328 1.99547 -5.27263  0.437
N -1.12681 -0.20484 -1.19643  0.632
C 3.75065 -1.40873 -2.05398  -0.698
C -2.02251 3.43898 0.22765  -0.642
C -2.52685 -0.37196 -0.74635  -1.650
H -0.42175 -6.18540 0.23922  0.450
C 1.16368 -1.51380 -3.07356  -0.562
H 0.40083 2.55295 2.50852  0.320
H 0.83395 -3.01771 3.19950  0.418
C 0.35738 -2.09521 3.53076  -0.954
C 2.66995 3.05450 -2.52822  -0.835
H 0.26288 -2.17191 4.61467  0.391
C -0.76268 -2.99648 -0.86541  1.330
H 2.10018 -1.21702 2.78082  0.443
H 3.56770 3.58593 -2.24236  0.472
C -2.07548 -4.51360 -2.19698  -0.844
C -1.03755 -1.99299 2.87724  -0.362
H -3.13045 5.14709 0.90727  0.463
C 2.66191 -1.35201 -1.19269  -0.452
H -1.40851 3.40098 1.11938  0.216
H -2.18359 -0.60359 1.94995  0.192
H 4.75453 -1.36478 -1.65335  0.509
C 2.24768 -1.56912 -3.92851  -0.665
C 2.36637 2.86237 -3.86579  -0.624
C 1.47651 -0.01856 4.31868  -0.809
P -0.00421 -1.37933 -0.52243  -0.053
H 1.28072 2.07198 4.80337  0.588
H 0.37021 -3.90403 0.72254  0.397
H 2.09128 2.67051 -0.49993  0.296
H 0.15731 -1.55512 -3.47130  0.238
H -4.51914 5.26702 -1.13407  0.398
O 3.57788 -0.48768 1.81218  -0.755
C -1.81636 2.51937 -0.79417  0.925
H -2.71382 0.28210 3.94451  0.574
H -0.48792 1.07730 -3.53409  0.318

LUMO energy (spin up / spin down) in eV: -2.21 / -2.21
Net charge: +1
Spin multiplicity: 3
Orbital gap (spin up / spin down) in eV: 9.0 / 9.0
Energy above the lowest of the compared OMol25 structures with the same formula, charge and spin in kcal per mole: 2.42
HOMO (spin up / spin down) in eV: -11.171 / -11.245


Entry 2:
CH2Cl2O3S | the ωB97M-V functional and the def2-TZVPD basis

Each line ends with the Mulliken charge.
Atoms and positions in Å:
H 0.27121 -1.96255 0.43187  0.358
Cl 0.67925 -1.35543 -1.72820  -0.084
O -1.69701 0.56550 -0.88247  -0.485
O -0.02809 1.71665 0.65210  -0.232
C 0.78350 -1.12825 -0.01374  -0.460
Cl 0.68432 2.38083 -0.75599  0.047
O -1.49993 0.04041 1.67299  -0.531
H 1.78744 -0.64135 0.27072  0.314
S -0.98068 0.38419 0.35272  1.073

LUMO energy in eV: -0.93
Orbital gap in eV: 9.2
Energy above the lowest of the compared OMol25 structures with the same formula, charge and spin in kcal per mole: 26.09
HOMO in eV: -10.092